--- 1 ---
The following is a DFT calculation (ωB97M-V with the def2-TZVPD basis set) of a cluster of 9 separate species, C5H25NO8 in total.

Last column: Mulliken charge in e.
Atoms and positions in Å:
C: 1.001 -0.012 0.859  0.830
C: 2.083 0.537 0.383  -1.429
N: 2.239 0.585 -1.030  -0.264
C: 0.814 -0.444 2.264  -0.962
C: -0.488 -0.885 2.855  -0.035
C: -1.663 -0.971 2.168  -0.420
H: 0.163 -0.201 0.314  0.798
H: 2.939 0.837 0.950  0.441
H: 3.018 1.184 -1.240  0.262
H: 1.522 0.764 -1.666  0.080
H: 1.161 0.432 2.793  0.441
H: 1.601 -1.263 2.477  0.299
H: -0.465 -1.034 4.001  0.290
H: -2.418 -1.472 2.650  0.418
H: -1.925 -0.719 1.220  -0.554
H: -3.207 -1.529 -0.439  0.305
H: -2.060 -1.791 -1.326  0.340
O: -2.813 -2.213 -0.875  -0.658
H: 1.705 -2.629 -2.830  0.283
H: 1.753 -1.828 -1.507  0.319
O: 1.216 -2.369 -2.062  -0.683
H: -0.517 -0.140 -3.769  0.323
H: 0.103 -1.115 -2.780  0.434
O: 0.286 -0.315 -3.241  -0.702
H: -1.558 1.409 -1.433  0.296
H: -0.338 0.369 -1.896  0.087
O: -1.040 0.495 -1.126  -0.575
H: -3.102 1.534 1.591  0.335
H: -2.058 1.195 0.414  0.396
O: -2.545 1.823 0.874  -0.658
H: 0.699 -2.338 0.494  0.221
H: 0.784 -3.808 1.042  0.335
O: 1.355 -2.995 0.792  -0.574
H: 0.345 3.131 1.515  0.348
H: 1.359 2.488 0.467  0.266
O: 1.188 3.138 1.106  -0.637
H: -1.070 3.769 -1.367  0.297
H: 0.321 3.162 -0.983  0.363
O: -0.392 3.220 -1.657  -0.657

The value obtained for the gap between HOMO and LUMO is 8.52 eV. The multiplicity is 1. As for the lowest unoccupied orbital energy: 0.3 eV.

---

--- 2 ---
The following is a DFT calculation (ωB97M-V with the def2-TZVPD basis set) of a cluster of 8 separate species, C5H25NO8 in total.

Last column: Mulliken charge in e.
Atoms and positions in Å:
C: -1.305 -0.541 1.728  -0.501
O: -2.032 -1.757 1.586  -0.569
C: -0.442 -0.458 0.453  1.345
C: 0.862 0.364 0.738  0.301
C: 1.963 -0.532 1.163  -0.042
C: 3.179 -0.462 0.638  -0.821
N: -1.165 0.165 -0.673  -0.589
H: -0.650 -0.644 2.635  0.332
H: -2.042 0.299 1.845  0.253
H: -2.575 -1.933 2.325  0.269
H: -0.167 -1.543 0.154  -0.846
H: 1.108 0.994 -0.160  -0.552
H: 0.661 1.176 1.527  0.253
H: 1.689 -1.273 1.942  0.174
H: 3.999 -1.102 1.002  0.270
H: 3.448 0.289 -0.124  0.258
H: -2.033 -0.355 -0.889  0.343
H: -1.452 1.137 -0.419  0.317
H: -0.124 0.478 -2.169  0.405
H: 1.116 -0.036 -2.913  0.342
O: 0.579 0.800 -2.811  -0.790
H: 0.166 -3.741 -0.046  0.319
H: -0.724 -3.330 1.166  0.356
O: -0.098 -3.978 0.857  -0.690
H: 1.461 2.092 -2.105  0.422
H: 1.912 3.488 -2.523  0.324
O: 1.877 2.863 -1.753  -0.725
H: 0.373 -1.755 -1.649  0.203
H: 1.695 -2.468 -1.625  0.363
O: 0.704 -2.612 -1.693  -0.705
H: -2.285 3.137 1.057  0.274
H: -0.780 3.040 0.782  0.342
O: -1.588 2.477 1.069  -0.605
H: -3.420 -2.557 -1.101  0.305
H: -2.968 -1.810 0.154  0.413
O: -3.448 -1.740 -0.675  -0.717
H: 1.122 4.192 0.869  0.308
H: 0.927 3.640 -0.595  0.396
O: 0.455 3.998 0.231  -0.734

The value obtained for the gap between HOMO and LUMO is 10.06 eV. The multiplicity is 1. As for the lowest unoccupied orbital energy: 0.4 eV.

---

--- 3 ---
The following is a DFT calculation (ωB97M-V with the def2-TZVPD basis set) of a cluster of 8 separate species, C5H25NO8 in total.

Last column: Mulliken charge in e.
Atoms and positions in Å:
C: -2.026 -1.176 -0.573  0.110
C: -3.100 -2.107 -1.139  -1.456
C: -1.044 -0.844 -1.656  0.611
N: -0.590 0.424 -1.831  0.274
C: -1.059 1.636 -1.179  -1.162
C: 0.420 0.582 -2.852  -1.125
O: -0.484 -1.758 -2.272  -0.878
H: -2.501 -0.285 -0.187  0.180
H: -1.546 -1.674 0.268  0.245
H: -3.844 -1.625 -1.774  0.349
H: -3.680 -2.549 -0.327  0.398
H: -2.678 -2.924 -1.707  0.348
H: -0.282 2.118 -0.603  0.438
H: -1.864 1.409 -0.491  0.295
H: -1.496 2.302 -1.919  0.319
H: 1.405 0.259 -2.500  0.296
H: 0.451 1.577 -3.293  0.375
H: 0.290 -0.061 -3.724  0.345
H: 0.523 -2.993 -1.628  0.506
H: 1.926 -3.419 -1.568  0.327
O: 1.096 -3.601 -1.101  -0.770
H: 0.311 -0.293 4.117  0.295
H: 0.518 -0.005 2.499  0.400
O: 0.092 0.203 3.331  -0.671
H: -1.537 4.493 0.753  0.286
H: -0.590 3.642 1.540  0.374
O: -1.160 3.605 0.746  -0.592
H: 0.925 2.468 1.918  0.305
H: 0.455 2.172 3.382  0.372
O: 0.660 2.877 2.751  -0.741
H: 2.495 0.057 0.133  0.383
H: 1.683 1.259 -0.316  0.284
O: 2.283 0.979 0.384  -0.625
H: 1.589 -2.108 -0.095  0.248
H: 2.187 -2.380 1.281  0.292
O: 1.955 -1.650 0.691  -0.619
H: 2.811 -0.444 2.238  0.279
H: 2.756 0.364 3.519  0.335
O: 2.647 -0.531 3.184  -0.629

The value obtained for the gap between HOMO and LUMO is 10.19 eV. The multiplicity is 1. As for the lowest unoccupied orbital energy: 0.4 eV.

---

Q: Which of them is the least stable? A: 1.

---

--- 1 ---
The following is a DFT calculation (ωB97M-V with the def2-TZVPD basis set) of an isolated molecule of C8H16N2Si.

Last column: Mulliken charge in e.
Atoms and positions in Å:
C: -2.227 2.007 -1.849  0.013
C: -2.097 1.532 -0.557  -0.384
C: -1.370 0.660 0.177  0.816
C: -1.579 0.374 1.592  -1.365
C: -0.792 -0.591 -1.841  -1.272
C: 0.902 -1.894 1.470  -0.962
C: 1.843 1.006 1.231  -1.059
C: 2.122 -0.752 -1.269  -1.300
N: -2.414 2.672 -2.758  -0.528
N: -0.434 -0.188 -0.465  0.558
Si: 1.118 -0.440 0.262  0.011
H: -2.962 1.941 -0.016  0.247
H: -2.047 1.224 2.083  0.408
H: -2.312 -0.519 1.523  0.270
H: -0.558 0.194 2.149  0.262
H: -1.823 -0.857 -2.024  0.428
H: -0.488 0.173 -2.637  0.393
H: -0.271 -1.552 -2.010  0.326
H: 1.120 -2.871 1.114  0.377
H: 1.567 -1.702 2.457  0.240
H: -0.157 -1.792 1.838  0.324
H: 1.120 1.672 1.493  0.434
H: 2.085 0.559 2.224  0.315
H: 2.660 1.620 0.793  0.343
H: 1.792 0.020 -1.871  0.393
H: 3.288 -0.849 -1.302  0.313
H: 1.915 -1.646 -1.807  0.401

The value obtained for the gap between HOMO and LUMO is 9.21 eV. The multiplicity is 1. As for the lowest unoccupied orbital energy: 0.6 eV.

---

--- 2 ---
The following is a DFT calculation (ωB97M-V with the def2-TZVPD basis set) of an isolated molecule of C8H16N2Si.

Last column: Mulliken charge in e.
Atoms and positions in Å:
C: 1.426 1.049 0.034  -0.567
C: 2.664 0.413 -0.005  0.370
C: 0.344 0.018 -0.188  0.200
C: 4.022 0.871 0.444  -0.995
C: 0.708 -2.400 -0.558  -0.735
C: -2.119 1.892 -0.871  -1.155
C: -1.964 0.389 1.811  -1.150
C: -2.377 -1.184 -0.774  -1.066
N: 2.432 -0.865 -0.228  -1.131
N: 1.116 -1.080 -0.329  0.806
Si: -1.590 0.260 -0.067  0.366
H: 1.176 2.023 0.247  0.456
H: 3.765 1.727 1.155  0.266
H: 4.586 0.125 0.962  0.315
H: 4.684 1.396 -0.274  0.233
H: 0.873 -3.067 0.362  0.229
H: -0.366 -2.390 -0.958  0.199
H: 1.474 -2.779 -1.338  0.293
H: -2.502 2.602 -0.162  0.376
H: -1.369 2.403 -1.475  0.366
H: -2.954 1.631 -1.594  0.294
H: -3.031 0.313 1.981  0.365
H: -1.367 -0.035 2.658  0.353
H: -1.731 1.412 1.924  0.338
H: -2.348 -1.466 -1.902  0.350
H: -2.053 -2.155 -0.271  0.364
H: -3.501 -1.102 -0.581  0.261

The value obtained for the gap between HOMO and LUMO is 9.13 eV. The multiplicity is 1. As for the lowest unoccupied orbital energy: 0.8 eV.

---

Q: Which of them is the least stable? A: 1.

---

--- 1 ---
The following is a DFT calculation (ωB97M-V with the def2-TZVPD basis set) of a cluster of 2 separate species, CH6NO2 in total.

Last column: Mulliken charge in e.
Atoms and positions in Å:
N: -0.662 1.399 1.240  -0.839
C: 0.398 1.283 -0.045  -0.685
O: 0.480 0.153 -0.500  -0.775
H: -1.326 0.651 0.943  0.279
H: -0.056 1.127 1.912  0.234
H: 0.227 2.159 -0.623  0.349
H: 1.213 1.766 0.272  0.429
H: 0.159 -2.192 -0.709  0.404
H: -0.357 -3.214 -1.681  0.275
O: -0.077 -3.132 -0.808  -0.672

The value obtained for the gap between HOMO and LUMO is 6.77 eV. As for the net charge: -1. The multiplicity is 1. As for the lowest unoccupied orbital energy: 4.3 eV.

---

--- 2 ---
The following is a DFT calculation (ωB97M-V with the def2-TZVPD basis set) of a cluster of 2 separate species, CH6NO2 in total.

Last column: Mulliken charge in e.
Atoms and positions in Å:
O: -1.796 3.046 -2.469  -0.661
H: -1.481 2.391 -1.815  0.368
N: 1.018 -1.849 1.914  -0.806
C: 0.377 -1.107 0.435  -0.314
O: 0.124 0.205 0.353  -0.767
H: 0.198 -1.558 2.449  0.246
H: 1.730 -1.033 2.104  0.245
H: 1.374 -1.385 -0.317  0.165
H: -0.495 -1.809 0.317  0.240
H: -1.047 3.099 -2.972  0.285

The value obtained for the gap between HOMO and LUMO is 6.85 eV. As for the net charge: -1. The multiplicity is 1. As for the lowest unoccupied orbital energy: 3.9 eV.

---

--- 3 ---
The following is a DFT calculation (ωB97M-V with the def2-TZVPD basis set) of a cluster of 2 separate species, CH6NO2 in total.

Last column: Mulliken charge in e.
Atoms and positions in Å:
N: -0.414 -1.335 -0.174  -0.738
C: 0.485 -0.666 0.781  -0.284
O: 0.104 0.632 1.085  -0.898
H: -1.301 -0.844 -0.115  0.283
H: -0.108 -1.036 -1.100  0.288
H: 0.489 -1.209 1.742  0.231
H: 1.472 -0.726 0.284  0.225
H: 0.166 1.310 -0.251  0.407
H: -0.850 2.186 -1.054  0.252
O: -0.043 1.688 -1.200  -0.767

The value obtained for the gap between HOMO and LUMO is 8.01 eV. As for the net charge: -1. The multiplicity is 1. As for the lowest unoccupied orbital energy: 4.9 eV.

---

Q: Which of them is the least stable? A: 1.

---

--- 1 ---
The following is a DFT calculation (ωB97M-V with the def2-TZVPD basis set) of an isolated molecule of C3H4S.

Last column: Mulliken charge in e.
Atoms and positions in Å:
C: -0.410 0.148 0.157  0.162
C: -1.456 -0.521 0.894  -0.570
C: 0.600 0.804 -0.699  -0.305
S: 2.018 0.155 -1.525  -0.218
H: -2.416 -1.034 0.624  0.266
H: -1.303 -0.482 1.953  0.221
H: 0.583 1.896 -0.652  0.295
H: 2.383 -0.967 -0.753  0.148

The value obtained for the gap between HOMO and LUMO is 9.22 eV. The multiplicity is 1. As for the lowest unoccupied orbital energy: 0.7 eV.

---

--- 2 ---
The following is a DFT calculation (ωB97M-V with the def2-TZVPD basis set) of a cluster of 2 separate species, C3H4S in total.

Last column: Mulliken charge in e.
Atoms and positions in Å:
C: -0.742 -0.252 -0.255  -0.071
C: -1.930 0.416 -0.153  -0.101
C: -0.901 0.767 0.759  -0.477
S: 2.577 0.499 -0.207  -0.362
H: -0.281 -1.061 -0.793  0.351
H: -2.906 0.789 -0.462  0.324
H: 2.151 1.185 0.808  0.177
H: 3.314 -0.327 0.633  0.160

The value obtained for the gap between HOMO and LUMO is 10.04 eV. The multiplicity is 1. As for the lowest unoccupied orbital energy: 0.9 eV.

---

Q: Which of them is the least stable? A: 2.